DFT (ωB97M-V/def2-TZVPD) results for a molecular structure, C8H19N.

Values from the calculation:
- gap between HOMO and LUMO (hartree) = 0.3748
- energy relative to the best compared isomer or geometry (same formula, charge and spin) (kJ/mol) = 783.7
- spin multiplicity = 1
- net charge = 0
- total energy (Ha) = -370.673793
- E_HOMO (eV) = -9.184

CARTESIAN COORDINATES (ANGSTROEM)
C: -3.55266 0.59594 0.70367
H: -4.48228 -0.11422 0.85612
H: -3.53383 1.10179 1.53631
H: -3.89711 1.23696 -0.22918
C: -2.30976 -0.05295 0.08742
C: -1.84494 -1.04599 1.42031
H: -0.94388 -1.61437 1.25227
H: -2.77543 -1.83295 1.51052
H: -1.63739 -0.63906 2.21980
C: -1.16044 0.87104 -0.02642
C: 0.17549 0.11007 -0.71433
C: 1.15847 -0.64713 -0.01662
H: 0.99417 -0.02121 0.96240
H: 0.77687 -1.64610 0.13864
C: 2.51986 -0.47776 -0.50946
N: 2.76151 -0.87424 -1.66410
H: 3.60882 -0.77262 -2.02040
H: 2.21931 -0.24607 -2.33338
C: 3.04416 0.81617 -0.16509
H: 2.73533 1.66884 -0.67318
H: 3.06571 1.21285 0.77889
H: 4.37666 0.86399 -0.27131
H: 3.12997 -1.26666 0.31620
H: -0.11708 -0.29627 -1.46808
H: 0.57943 0.94259 -1.33558
H: -0.87336 1.26258 0.94029
H: -1.57418 1.79710 -0.67989
H: -2.44342 -0.93231 -0.61580

---

DFT (ωB97M-V/def2-TZVPD) results for a molecular structure, C9H18LiO5.

Values from the calculation:
- gap between HOMO and LUMO (hartree) = 0.2972
- energy relative to the best compared isomer or geometry (same formula, charge and spin) (kJ/mol) = 23.8
- spin multiplicity = 1
- net charge = +1
- total energy (Ha) = -737.169913
- E_HOMO (eV) = -10.867

CARTESIAN COORDINATES (ANGSTROEM)
Li: 0.83677 0.16182 -1.35379
C: 2.75733 0.95608 -3.26635
O: 2.55333 -0.28790 -2.64874
H: 2.75789 1.79131 -2.58284
H: 2.03862 1.15092 -3.99162
H: 3.76185 0.87819 -3.88503
H: 3.27272 -1.01545 -2.67972
C: 1.90924 2.87724 0.01363
O: 0.95717 2.01981 -0.58492
H: 1.70852 2.59282 1.05173
H: 1.65379 3.93279 -0.04816
H: 3.05218 2.73451 -0.30976
H: 0.10031 2.56487 -0.31536
C: 0.42830 -3.24565 -1.00389
O: 0.69640 -1.86034 -0.70512
H: 0.37738 -3.30533 -2.06567
H: -0.53318 -3.61853 -0.57179
H: 1.31785 -3.81915 -0.61236
H: 1.16551 -1.97039 0.06904
C: -3.55709 -0.73532 2.07759
C: -3.16546 -0.33905 0.82414
C: -1.82099 0.11970 0.48328
C: -0.87104 0.20544 1.57660
C: -1.33342 0.05291 2.95698
C: -2.68561 -0.43470 3.17176
O: -3.10878 -0.35281 4.44095
O: -1.28258 0.17001 -0.82126
H: -4.37423 -1.26949 2.37570
H: -3.89480 -0.50844 -0.08175
H: 0.13774 0.42149 1.52346
H: -0.67819 0.34593 3.65423
H: -2.38183 0.17027 4.87761
H: -1.79568 -0.38358 -1.56858